A structure of composition C30H58HfN2O3P2. Source: the Open Molecules 2025 dataset; level of theory: ωB97M-V/def2-TZVPD.

CARTESIAN COORDINATES (ANGSTROEM)
Hf 0.252 0.278 -0.949
C 1.059 -0.099 -2.920
O 1.530 -0.250 -3.996
C 1.338 2.080 -1.288
O 1.941 3.052 -1.563
P -1.640 0.735 -2.685
C -3.040 1.477 -1.689
H -3.830 1.660 -2.434
C -1.403 1.996 -4.054
H -0.629 2.646 -3.608
C -2.552 -0.690 -3.491
H -2.790 -1.336 -2.629
C 2.899 -2.737 -1.190
P 2.552 -0.975 -0.609
H 3.778 -1.545 1.328
H 1.980 -3.261 -0.883
C 4.200 -0.217 -1.073
H 4.930 -1.010 -0.842
C -0.840 1.430 -5.356
H -1.605 0.881 -5.921
H 0.030 0.789 -5.210
H -0.524 2.278 -5.984
C -2.624 2.857 -4.405
H -2.346 3.555 -5.208
H -2.990 3.455 -3.567
H -3.451 2.244 -4.784
C -3.878 -0.324 -4.179
H -4.554 0.278 -3.563
H -4.420 -1.251 -4.421
H -3.708 0.199 -5.128
C -1.686 -1.505 -4.457
H -2.035 -2.548 -4.451
H -0.625 -1.497 -4.193
H -1.785 -1.135 -5.486
C -3.608 0.501 -0.650
H -3.848 -0.479 -1.088
H -4.540 0.924 -0.238
H -2.919 0.337 0.197
C -2.649 2.820 -1.063
H -1.997 2.701 -0.186
H -3.565 3.332 -0.725
H -2.130 3.481 -1.768
C 4.110 -3.418 -0.517
H 4.114 -3.371 0.575
H 5.055 -2.998 -0.884
H 4.104 -4.485 -0.790
C 3.051 -2.924 -2.703
H 4.061 -2.660 -3.045
C 2.486 -0.045 2.134
H 2.320 -2.360 -3.287
H 2.915 -3.995 -2.930
C 1.859 -2.440 1.720
H 1.425 0.214 2.213
H 2.834 -0.273 3.153
H 3.005 0.860 1.805
C 2.717 -1.264 1.239
H 2.066 -2.619 2.787
H 2.080 -3.372 1.190
H 0.784 -2.238 1.622
C 4.532 1.023 -0.242
H 3.738 1.776 -0.338
H 5.457 1.469 -0.636
H 4.704 0.787 0.813
C 4.313 0.129 -2.562
H 4.067 -0.697 -3.235
H 5.357 0.418 -2.759
H 3.679 0.986 -2.823
H 0.079 -1.437 -0.027
H -0.721 -1.311 -0.282
C -3.780 -1.238 6.346
C -2.267 -1.241 6.416
N -1.634 -0.217 5.576
C -0.449 0.452 6.161
C 0.884 0.052 5.554
C -1.779 -0.359 4.211
O -2.366 -1.323 3.711
C -1.260 0.723 3.310
C -1.110 2.067 3.655
C -0.540 2.917 2.712
C -0.145 2.428 1.465
N -0.420 1.143 1.084
C -1.072 0.326 1.981
H -4.202 -0.278 6.656
H -4.153 -2.012 7.022
H -4.117 -1.481 5.337
H -1.932 -1.032 7.438
H -1.901 -2.235 6.111
H -0.577 1.543 6.089
H -0.468 0.203 7.229
H 0.992 0.429 4.533
H 1.695 0.489 6.145
H 1.015 -1.037 5.546
H -1.459 2.423 4.626
H -0.397 3.968 2.940
H 0.374 3.066 0.743
H -1.404 -0.656 1.623

The calculation puts the HOMO energy (alpha / beta) at -0.67267 / -0.67271 Eh. The orbital gap (alpha / beta) is 2.1 / 2.1 eV. The total charge is +4. As for the calculated total energy: -61013.0463 eV.

=====

A structure of composition C30H59GaN2Sb2Si. Source: the Open Molecules 2025 dataset; level of theory: ωB97M-V/def2-TZVPD.

CARTESIAN COORDINATES (ANGSTROEM)
Ga -0.324 0.313 0.102
C 4.679 0.394 -0.842
Sb 3.101 1.045 0.481
C 4.081 0.146 2.192
C 3.943 3.045 0.848
C 3.861 3.875 -0.367
C 4.845 3.725 -1.344
C 4.800 4.425 -2.530
C 3.745 5.294 -2.773
C 2.773 5.471 -1.810
C 2.815 4.789 -0.592
C 1.796 5.096 0.424
Sb 0.122 3.654 0.536
C -0.519 4.109 -1.470
C -1.187 5.092 1.505
H 5.633 0.700 -0.423
H 4.555 0.829 -1.827
H 4.673 -0.686 -0.928
H 5.033 0.650 2.330
H 4.269 -0.908 2.016
H 3.486 0.258 3.091
H 4.979 2.860 1.123
H 3.410 3.458 1.699
H 5.672 3.060 -1.148
H 5.585 4.301 -3.260
H 3.698 5.844 -3.699
H 1.975 6.178 -1.985
H 1.287 6.026 0.175
H 2.204 5.167 1.430
H -0.857 5.138 -1.514
H -1.324 3.453 -1.788
H 0.324 3.982 -2.140
H -0.780 6.091 1.369
H -1.267 4.888 2.567
H -2.178 5.063 1.066
C -3.173 0.092 1.301
C -4.721 0.001 1.322
N -5.256 0.942 0.363
C -4.803 0.595 -0.968
C -3.259 0.709 -1.024
N -2.730 1.076 0.302
C -3.291 2.382 0.680
C -4.841 2.285 0.714
H -2.714 -0.870 1.034
H -2.775 0.409 2.272
H -5.120 0.247 2.307
H -5.065 -1.000 1.055
H -5.273 1.264 -1.688
H -5.144 -0.416 -1.198
H -2.941 1.480 -1.731
H -2.782 -0.234 -1.328
H -2.954 3.120 -0.050
H -2.892 2.652 1.660
H -5.301 2.982 0.012
H -5.227 2.507 1.712
C 1.426 -4.475 -1.703
C 1.328 -3.086 -1.054
C 1.346 -2.024 -2.157
C 2.589 -2.888 -0.212
Si -0.321 -2.961 0.046
C -1.931 -3.675 -0.875
C -1.881 -5.205 -0.764
C -3.260 -3.215 -0.275
C -1.951 -3.265 -2.352
C -0.132 -3.166 2.016
C -1.446 -2.984 2.779
C 0.872 -2.166 2.596
C 0.358 -4.601 2.258
H 2.375 -4.547 -2.232
H 0.641 -4.652 -2.431
H 1.405 -5.266 -0.959
H 2.237 -2.166 -2.765
H 1.394 -1.012 -1.736
H 0.486 -2.096 -2.815
H 3.459 -3.006 -0.856
H 2.680 -3.629 0.577
H 2.621 -1.887 0.220
H -2.057 -5.531 0.260
H -0.945 -5.632 -1.108
H -2.677 -5.622 -1.378
H -3.320 -3.380 0.795
H -4.065 -3.785 -0.733
H -3.443 -2.166 -0.491
H -1.125 -3.687 -2.912
H -1.943 -2.180 -2.476
H -2.866 -3.635 -2.808
H -1.853 -1.984 2.652
H -1.256 -3.125 3.840
H -2.188 -3.720 2.492
H 0.612 -1.131 2.336
H 1.886 -2.364 2.272
H 0.859 -2.237 3.682
H -0.403 -5.325 1.982
H 0.569 -4.734 3.319
H 1.268 -4.831 1.711

The calculation puts the HOMO energy at -0.46863 Eh. The orbital gap is 5.0 eV. The calculation puts the energy above the lowest of the compared OMol25 structures with the same formula, charge and spin at 2.755 eV. The total charge is +2. As for the calculated total energy: -108360.0031 eV.

=====

A cluster of 3 separate species, C30H59IN5O11S2 in total. Source: the Open Molecules 2025 dataset; level of theory: ωB97M-V/def2-TZVPD.

CARTESIAN COORDINATES (ANGSTROEM)
C -3.418 -1.397 7.961
C -4.098 -1.899 6.674
C -3.120 -2.007 5.482
C -3.859 -1.659 4.190
C -4.951 -2.721 3.964
N -3.032 -1.596 2.898
C -3.830 -0.952 1.730
C -5.155 -0.306 2.132
C -3.080 0.123 0.936
N -1.660 -0.068 0.694
N -0.964 1.116 0.452
C -0.974 -1.086 1.480
C 0.504 -0.783 1.592
C 1.304 -0.767 0.291
C 2.358 0.338 0.355
C 3.427 0.214 -0.737
C 3.040 0.938 -2.038
C 2.862 0.013 -3.246
C 2.768 0.778 -4.565
C 1.443 1.524 -4.740
C 1.489 2.614 -5.831
C 1.379 4.031 -5.264
C 1.123 5.078 -6.342
O 0.483 6.243 -5.855
C 1.251 6.951 -4.908
N -1.299 -2.437 0.928
C -0.236 -3.466 0.911
C -1.957 -2.507 -0.379
C -1.266 -2.027 -1.617
O -3.009 -3.073 -0.428
C -1.586 -1.143 2.943
I -1.536 0.825 3.886
N -0.809 -2.026 3.754
C -0.906 -3.232 3.814
O -1.020 -4.374 3.965
H -2.333 -1.403 7.870
H -3.735 -0.381 8.195
H -3.698 -2.012 8.814
H -4.539 -2.880 6.857
H -4.930 -1.241 6.413
H -2.748 -3.030 5.446
H -2.284 -1.343 5.675
H -4.297 -0.682 4.364
H -5.121 -2.928 2.908
H -5.903 -2.378 4.365
H -4.673 -3.658 4.444
H -2.959 -2.576 2.597
H -4.032 -1.771 1.053
H -5.924 -1.009 2.429
H -5.523 0.206 1.241
H -5.026 0.465 2.890
H -3.605 0.137 -0.028
H -3.259 1.105 1.387
H -1.241 1.894 1.037
H -0.970 1.360 -0.528
H 0.974 -1.514 2.250
H 0.617 0.179 2.086
H 1.793 -1.728 0.123
H 0.666 -0.541 -0.563
H 2.785 0.429 1.358
H 1.795 1.258 0.187
H 4.371 0.599 -0.348
H 3.584 -0.844 -0.951
H 3.805 1.677 -2.293
H 2.123 1.512 -1.878
H 3.714 -0.670 -3.297
H 1.958 -0.594 -3.114
H 3.606 1.476 -4.652
H 2.870 0.064 -5.388
H 0.659 0.804 -4.986
H 1.175 2.001 -3.794
H 2.418 2.520 -6.399
H 0.663 2.467 -6.532
H 0.552 4.075 -4.550
H 2.307 4.270 -4.735
H 0.453 4.676 -7.103
H 2.057 5.369 -6.841
H 2.313 6.951 -5.175
H 0.897 7.981 -4.899
H 1.139 6.540 -3.899
H 0.411 -3.391 0.035
H 0.395 -3.402 1.791
H -0.706 -4.450 0.902
H -0.320 -2.552 -1.760
H -1.070 -0.961 -1.572
H -1.918 -2.257 -2.457
C 2.580 4.001 3.168
C 1.964 5.382 3.054
O 1.698 5.517 1.647
S 1.300 4.110 1.029
O -0.117 3.987 0.973
O 2.094 3.881 -0.122
O 1.819 3.206 2.239
H 3.626 3.996 2.860
H 2.482 3.570 4.160
H 2.638 6.178 3.358
H 1.024 5.459 3.602
C 3.541 -5.698 -3.888
C 3.918 -4.456 -4.671
O 3.117 -3.424 -4.066
S 2.956 -3.703 -2.510
O 3.901 -2.941 -1.776
O 1.573 -3.629 -2.181
O 3.415 -5.223 -2.534
H 2.582 -6.106 -4.207
H 4.303 -6.471 -3.916
H 3.665 -4.519 -5.725
H 4.972 -4.200 -4.554

The calculation puts the HOMO energy at -0.39445 Eh. The orbital gap is 8.0 eV. The calculation puts the energy above the lowest of the compared OMol25 structures with the same formula, charge and spin at 0.000 eV. The total charge is +1. As for the calculated total energy: -91801.7530 eV.

=====

A cluster of 4 separate species, C30H60BBrCl2N3O3 in total. Source: the Open Molecules 2025 dataset; level of theory: ωB97M-V/def2-TZVPD.

CARTESIAN COORDINATES (ANGSTROEM)
C -1.976 2.187 2.848
C -1.539 3.048 4.038
C -0.354 3.920 3.701
Cl 0.001 5.096 4.975
N 0.903 3.155 3.490
N 0.869 1.903 3.918
C 1.935 1.177 3.734
Cl 1.819 -0.415 4.344
C 3.120 1.608 3.092
C 4.267 0.684 2.830
C 3.911 -0.496 1.878
C 4.384 -0.221 0.430
C 3.228 0.050 -0.545
O 3.041 1.492 -0.616
C 1.780 1.917 -0.604
O 1.460 2.938 -0.076
C 3.101 2.942 2.720
Br 4.543 3.739 1.847
C 1.957 3.737 2.927
B 1.916 5.295 2.481
N 0.964 5.684 1.483
O 2.751 6.131 3.152
H -1.160 2.060 2.133
H -2.781 2.661 2.294
H -2.261 1.186 3.156
H -2.330 3.760 4.273
H -1.366 2.479 4.946
H -0.542 4.459 2.779
H 4.678 0.347 3.781
H 5.042 1.272 2.357
H 4.361 -1.406 2.265
H 2.841 -0.686 1.853
H 5.010 0.667 0.405
H 4.994 -1.036 0.046
H 3.391 -0.378 -1.531
H 2.301 -0.371 -0.157
H 1.063 1.264 -1.118
H 0.705 6.661 1.559
H 1.149 5.438 0.518
H 3.220 6.731 2.563
C 0.297 -1.971 0.761
C 0.556 -2.538 -0.632
C -0.279 -1.870 -1.723
C -1.791 -2.022 -1.553
C -2.275 -3.468 -1.473
C -1.989 -4.275 -2.737
H -0.737 -2.116 1.074
H 0.934 -2.457 1.503
H 0.504 -0.895 0.791
H 0.375 -3.615 -0.622
H 1.615 -2.414 -0.881
H 0.024 -2.270 -2.693
H -0.040 -0.799 -1.754
H -2.288 -1.523 -2.390
H -2.115 -1.488 -0.654
H -3.354 -3.464 -1.297
H -1.829 -3.967 -0.609
H -2.461 -3.817 -3.608
H -2.381 -5.287 -2.643
H -0.919 -4.357 -2.934
C 2.960 4.444 -2.696
C 1.470 4.610 -2.985
C 1.161 4.865 -4.459
C 1.771 6.146 -5.029
C 1.373 7.427 -4.297
C -0.126 7.711 -4.336
H 3.510 5.349 -2.956
H 3.141 4.242 -1.638
H 3.378 3.616 -3.272
H 1.066 5.422 -2.371
H 0.936 3.707 -2.675
H 0.076 4.886 -4.594
H 1.520 4.016 -5.048
H 1.476 6.232 -6.079
H 2.862 6.063 -5.033
H 1.905 8.264 -4.753
H 1.711 7.386 -3.257
H -0.478 7.792 -5.366
H -0.359 8.649 -3.831
H -0.701 6.924 -3.845
C -1.912 -6.532 1.140
C -2.856 -7.075 0.071
C -4.321 -6.716 0.315
C -4.912 -7.275 1.610
C -4.835 -8.795 1.745
C -5.608 -9.543 0.662
H -2.133 -6.943 2.125
H -0.877 -6.788 0.904
H -1.982 -5.443 1.205
H -2.737 -8.158 -0.003
H -2.559 -6.671 -0.900
H -4.916 -7.058 -0.536
H -4.420 -5.625 0.330
H -5.960 -6.967 1.673
H -4.414 -6.817 2.468
H -5.234 -9.075 2.723
H -3.791 -9.121 1.741
H -6.662 -9.260 0.671
H -5.551 -10.621 0.817
H -5.213 -9.337 -0.334

The calculation puts the HOMO energy at -0.44989 Eh. The orbital gap is 8.0 eV. The total charge is +1. As for the calculated total energy: -138456.3763 eV.